w | {"formula": "C3H4N2O", "method": "wB97M-V/def2-TZVPD", "symbols": ["O", "C", "N", "N", "C", "C", "H", "H", "H", "H"], "xyz": [[2.3939, 0.0304, 0.0157], [1.0383, 0.1453, 0.0216], [0.3339, -1.0656, -0.1357], [-0.9021, -0.9008, -0.1270], [-1.0585, 0.9829, 0.1215], [0.2904, 1.2515, 0.1598], [2.6042, -0.9048, -0.1079], [-1.4212, -1.7735, -0.2331], [-1.6360, 0.9917, 1.0493], [-1.6428, 1.2430, -0.7641]], "charge": 0, "homo_energy_ev": [-8.7, -8.7], "lumo_energy_ev": [-0.2, -0.2], "homo_lumo_gap_ev": [8.51, 8.51]}

***

x | {"formula": "C3H4N2O", "method": "wB97M-V/def2-TZVPD", "symbols": ["N", "C", "O", "C", "C", "N", "H", "H", "H", "H"], "xyz": [[1.0604, 0.0119, -0.3839], [1.1124, -0.5198, 0.8415], [0.0891, -0.4692, 1.4998], [-0.4925, 0.5719, -0.4713], [-1.7660, -0.2158, -0.2428], [-2.8403, -0.6598, -0.1976], [1.9299, -0.0147, -0.9663], [2.0291, -0.9836, 1.2321], [-0.5302, 0.8392, -1.5054], [-0.6046, 1.4494, 0.1895]], "smiles": "N#CCNC=O", "charge": 0, "homo_energy_ev": -10.4, "lumo_energy_ev": 0.6, "homo_lumo_gap_ev": 11.00}

***

Among the structures shown above, x is the most stable, with the second-best lying 244.5 kJ/mol higher.